14
Properties=species:S:1:pos:R:3:forces:R:3 method="wB97M-V/def2-TZVPD" orbital_gap_ev=9.54 e_above_lowest_ev=1.958 smiles=CNc1c[nH]nc1Cl
C 1.305 -1.620 0.890 -0.8 0.1 -0.7
N 0.884 -0.229 0.876 0.1 1.2 0.3
C -0.085 0.296 0.019 -1.2 0.7 -0.7
C 0.023 0.955 -1.217 0.0 -0.7 0.6
N -1.195 1.389 -1.559 -1.1 -0.6 1.7
N -2.159 1.095 -0.621 0.5 0.5 -1.1
C -1.497 0.494 0.318 1.1 -0.5 0.4
Cl -2.285 0.096 1.802 0.2 -0.1 -0.3
H 1.672 -1.936 -0.098 0.0 -0.1 0.1
H 2.108 -1.765 1.611 -0.3 0.0 0.1
H 0.406 -2.232 1.131 0.8 0.1 0.0
H 1.504 0.516 1.168 0.3 -0.8 0.1
H 0.821 1.186 -1.900 0.4 -0.3 0.2
H -1.503 1.755 -2.418 -0.2 0.5 -0.8

***

13
Properties=species:S:1:pos:R:3:forces:R:3 method="wB97M-V/def2-TZVPD" orbital_gap_ev=9.99 e_above_lowest_ev=5.629
C 2.527 -0.030 0.282 -0.5 3.1 -3.4
O 1.052 0.150 0.231 3.3 -2.1 0.7
N 0.483 -1.117 -0.097 1.5 0.8 0.9
C -0.756 -0.938 -0.190 -1.6 -4.4 -1.3
C -1.265 0.368 -0.214 4.3 0.9 0.9
C -2.460 0.766 -0.190 -5.3 3.5 0.7
Cl -3.913 -0.402 0.279 2.0 1.9 -1.1
H 2.804 -0.486 -0.830 -0.2 1.1 3.3
H 2.828 1.145 0.357 -0.2 -3.0 -0.4
H 2.957 -0.539 1.145 -0.6 -0.4 -0.2
H -1.312 -1.947 -0.452 0.8 2.4 0.6
H -0.320 1.070 -0.038 -2.9 -0.7 -1.2
H -2.624 1.959 -0.283 -0.6 -3.3 0.4

***

13
Properties=species:S:1:pos:R:3:forces:R:3 method="wB97M-V/def2-TZVPD" orbital_gap_ev="7.92 / 7.92" e_above_lowest_ev=5.329
C -1.181 0.405 -0.925 -2.3 0.4 -0.4
C -0.300 -0.304 -0.273 -0.2 -2.7 3.9
C -0.435 -0.589 1.275 0.8 0.7 -1.0
C 0.997 -0.496 -0.719 0.8 1.2 2.2
N 1.527 1.460 -0.236 -3.4 0.4 0.3
O 0.486 2.012 -0.144 3.6 -0.4 -0.2
Cl 2.036 -1.581 0.190 0.1 0.4 -1.0
H -0.923 0.782 -1.898 -0.4 0.0 -0.4
H -2.227 0.478 -0.528 1.2 0.5 -0.5
H -0.273 -1.600 1.627 -0.3 -0.4 -0.5
H -1.387 -0.224 1.686 0.6 0.2 -0.1
H 0.518 -0.098 1.640 -1.6 0.0 0.3
H 1.163 -0.245 -1.695 1.1 -0.4 -2.6

***

Which calculated total energy belongs to each record? In order, -21236.94500 -20300.24883 -20300.54926 eV.